Below is a structure of composition C29H26N5O3PdS, with properties calculated with ωB97M-V with the def2-TZVPD basis set.

Each line ends with the Mulliken charge.
Cartesian coordinates (Å):
Pd  0.189  0.111  -0.126  -0.105
C  4.430  0.087  0.463  -0.496
O  4.560  1.412  0.974  -0.517
C  3.529  2.313  0.976  0.361
C  3.834  3.515  1.591  -0.648
C  2.903  4.545  1.687  -0.632
C  1.645  4.353  1.156  -0.864
C  1.304  3.152  0.526  0.556
C  -0.073  3.070  0.011  -0.451
N  -0.563  2.043  -0.550  0.505
N  -1.893  2.074  -0.993  -1.031
C  -2.363  0.860  -0.968  0.394
O  -1.794  -0.215  -0.510  -0.586
C  -3.739  0.682  -1.533  0.472
C  -4.702  1.678  -1.401  -0.429
C  -5.966  1.506  -1.947  -0.598
C  -6.275  0.343  -2.640  -0.376
C  -5.315  -0.650  -2.777  -0.693
C  -4.056  -0.486  -2.217  -0.037
C  2.247  2.089  0.409  0.867
O  2.003  0.983  -0.261  -0.766
H  5.420  -0.351  0.589  0.304
H  4.144  0.076  -0.585  0.146
H  3.701  -0.493  1.028  0.229
H  4.830  3.623  2.003  0.396
H  3.166  5.476  2.172  0.364
H  0.897  5.137  1.218  0.314
H  -0.715  3.942  0.153  0.299
H  -4.440  2.585  -0.873  0.433
H  -6.712  2.284  -1.832  0.358
H  -7.260  0.212  -3.072  0.363
H  -5.546  -1.557  -3.323  0.389
H  -3.305  -1.258  -2.319  0.224
C  2.561  -0.696  -6.532  -1.165
C  2.992  -1.353  -5.221  -0.305
C  1.855  -1.441  -4.244  0.425
N  1.284  -0.412  -3.725  -0.798
N  0.266  -0.730  -2.849  0.272
C  0.081  -2.014  -2.755  0.166
N  -0.917  -2.576  -2.007  -0.368
S  1.168  -2.947  -3.729  -0.263
H  3.410  -0.582  -7.209  0.358
H  2.140  0.288  -6.333  0.324
H  1.800  -1.294  -7.035  0.310
H  3.792  -0.773  -4.759  0.255
H  3.385  -2.354  -5.410  0.308
H  -1.384  -1.895  -1.409  0.364
H  -0.698  -3.455  -1.568  0.263
C  2.712  -4.880  0.427  -0.659
C  2.820  -3.760  -0.431  -1.345
C  2.079  -2.637  -0.192  0.114
C  1.180  -2.559  0.906  1.446
C  0.373  -1.397  1.134  -1.060
C  -0.424  -1.375  2.250  -0.148
C  -0.473  -2.472  3.146  -0.733
C  0.259  -3.600  2.918  -0.930
C  1.106  -3.673  1.782  0.877
C  1.880  -4.831  1.508  -0.775
H  3.299  -5.770  0.231  0.374
H  3.493  -3.793  -1.280  0.472
H  2.170  -1.767  -0.831  0.960
H  -1.044  -0.509  2.452  0.446
H  -1.113  -2.411  4.020  0.369
H  0.211  -4.444  3.597  0.350
H  1.798  -5.681  2.178  0.350

## Properties
E, eV: -58404.01032
Charge: -1
HOMO-LUMO gap, eV: 6.88
Relative energy (zero: lowest compared OMol25 entry of this formula, charge and spin), eV: 0.1153

---

Below is a structure of composition C29H26N6OPtS, with properties calculated with ωB97M-V with the def2-TZVPD basis set.

Each line ends with the Löwdin spin population.
Cartesian coordinates (Å):
Pt  1.770  -0.302  -0.539  1.223
C  1.911  0.739  4.691  0.009
N  1.860  1.736  3.617  0.011
C  1.680  3.092  3.808  0.002
C  1.673  3.665  2.605  0.001
N  1.859  2.650  1.649  0.005
C  1.970  1.456  2.310  0.031
S  2.244  -0.160  1.829  0.232
C  1.915  2.941  0.247  0.012
C  1.919  4.272  -0.161  0.006
C  1.983  4.570  -1.505  -0.003
C  2.060  3.540  -2.428  0.004
C  2.057  2.256  -1.945  0.018
N  1.972  1.948  -0.632  0.137
H  1.833  1.264  5.638  0.001
H  2.853  0.197  4.652  0.004
H  1.086  0.039  4.588  0.002
H  1.574  3.529  4.786  0.000
H  1.549  4.699  2.362  0.000
H  1.888  5.080  0.547  0.001
H  1.984  5.604  -1.825  0.000
H  2.126  3.725  -3.491  0.000
H  2.140  1.420  -2.626  0.011
C  6.128  -0.939  -0.836  0.002
C  4.673  -1.269  -0.870  0.011
O  3.879  -0.314  -0.921  0.036
C  4.234  -2.680  -0.868  0.006
C  2.883  -3.013  -0.840  0.076
C  2.439  -4.316  -0.871  0.007
C  3.384  -5.338  -0.940  0.005
C  4.738  -5.037  -0.973  -0.002
C  5.164  -3.717  -0.934  0.004
H  6.259  0.134  -0.738  0.000
H  6.607  -1.275  -1.759  0.000
H  6.615  -1.454  -0.007  0.001
H  2.140  -2.197  -0.801  0.046
H  1.382  -4.543  -0.846  0.001
H  3.059  -6.370  -0.971  0.001
H  5.468  -5.833  -1.029  0.000
H  6.224  -3.503  -0.963  0.001
N  -5.400  -0.645  0.469  0.000
C  -6.685  -0.447  0.007  0.000
C  -7.936  -0.667  0.585  0.000
C  -9.024  -0.344  -0.190  0.000
C  -8.885  0.178  -1.496  0.000
C  -7.651  0.390  -2.055  0.000
C  -6.528  0.069  -1.284  0.000
N  -5.187  0.182  -1.593  0.000
C  -4.556  -0.252  -0.538  0.000
C  -3.101  -0.302  -0.480  0.000
C  -2.380  0.095  -1.607  0.004
C  -1.012  0.048  -1.588  0.021
N  -0.313  -0.365  -0.511  0.061
C  -0.996  -0.746  0.582  0.007
C  -2.373  -0.732  0.630  0.001
H  -5.153  -1.025  1.366  0.000
H  -8.051  -1.068  1.584  0.000
H  -10.018  -0.495  0.211  0.000
H  -9.775  0.414  -2.063  0.000
H  -7.538  0.788  -3.055  0.000
H  -2.913  0.428  -2.488  0.000
H  -0.438  0.335  -2.459  0.008
H  -0.411  -1.076  1.427  0.001
H  -2.857  -1.058  1.540  0.000

## Properties
Multiplicity: 3
E, eV: -55551.68954
Charge: +2
HOMO-LUMO gap (spin up / spin down), eV: 6.87 / 5.35
Relative energy (zero: lowest compared OMol25 entry of this formula, charge and spin), eV: 0.1077

---

Below is a cluster of 2 separate species, C29H27BCl3O3P in total, with properties calculated with ωB97M-V with the def2-TZVPD basis set.

Each line ends with the Mulliken charge.
Cartesian coordinates (Å):
Cl  2.349  -3.056  3.911  -0.305
B  1.478  -1.446  3.962  0.471
Cl  1.872  -0.437  5.492  -0.309
Cl  1.898  -0.397  2.435  -0.079
O  0.007  -1.733  3.937  -0.475
C  -0.880  -0.812  3.822  -0.348
C  -2.270  -1.150  3.896  0.851
C  -3.236  -0.116  3.908  -0.455
C  -4.585  -0.426  3.980  -0.638
C  -5.003  -1.765  4.038  -0.284
C  -4.046  -2.795  4.036  -0.609
C  -2.694  -2.502  3.966  -0.291
H  -0.562  0.231  3.730  0.436
H  -2.880  0.916  3.863  0.380
H  -5.336  0.371  3.990  0.385
H  -6.065  -2.012  4.080  0.406
H  -4.363  -3.838  4.090  0.383
H  -1.939  -3.290  3.963  0.446
C  -4.216  -2.514  0.006  -1.032
C  -3.048  -2.339  -0.929  -0.218
O  -2.099  -1.453  -0.299  -0.185
C  -1.050  -1.137  -1.129  -0.053
C  -0.146  -0.216  -0.487  -0.294
P  1.040  0.644  -1.400  2.608
C  2.404  -0.364  -2.030  0.169
C  2.860  -0.243  -3.354  -0.547
C  3.992  -0.949  -3.761  -0.662
C  4.629  -1.826  -2.878  -0.510
C  4.127  -2.009  -1.584  -0.612
C  3.015  -1.279  -1.157  -0.296
C  0.490  1.655  -2.792  -0.480
C  1.234  2.790  -3.158  -0.131
C  0.862  3.546  -4.270  -0.668
C  -0.276  3.187  -5.002  -0.495
C  -1.034  2.074  -4.623  -0.629
C  -0.646  1.296  -3.531  -0.291
C  1.770  1.866  -0.273  -0.236
C  3.119  1.825  0.109  -0.021
C  3.558  2.627  1.164  -0.644
C  2.686  3.534  1.769  -0.469
C  1.372  3.653  1.309  -0.754
C  0.910  2.821  0.290  -0.259
O  -0.963  -1.608  -2.273  -0.731
H  -4.920  -3.208  -0.457  0.434
H  -3.900  -2.926  0.967  0.138
H  -4.737  -1.570  0.191  0.278
H  -2.568  -3.315  -1.112  0.282
H  -3.397  -1.918  -1.885  0.282
H  -0.154  -0.120  0.592  0.283
H  2.342  0.418  -4.049  0.344
H  4.375  -0.806  -4.772  0.392
H  5.517  -2.373  -3.199  0.364
H  4.603  -2.707  -0.896  0.422
H  2.629  -1.398  -0.143  0.390
H  2.104  3.083  -2.568  0.395
H  1.465  4.409  -4.557  0.393
H  -0.571  3.780  -5.870  0.369
H  -1.929  1.795  -5.180  0.409
H  -1.205  0.402  -3.260  0.374
H  3.815  1.161  -0.404  0.342
H  4.586  2.527  1.513  0.416
H  3.033  4.151  2.599  0.383
H  0.697  4.390  1.745  0.406
H  -0.118  2.903  -0.070  0.377

## Properties
E, eV: -84189.54696
HOMO-LUMO gap, eV: 5.41
Relative energy (zero: lowest compared OMol25 entry of this formula, charge and spin), eV: 0.0000

---

Below is a structure of composition C29H27CoN4O4Sb, with properties calculated with ωB97M-V with the def2-TZVPD basis set.

Each line ends with the Löwdin spin population.
Cartesian coordinates (Å):
Co  2.241  0.045  0.285  2.672
O  2.637  3.186  -2.207  0.007
C  2.426  2.311  -1.355  0.005
O  2.361  1.047  -1.448  0.071
C  2.142  2.780  0.294  0.005
O  2.256  3.962  0.645  0.010
O  1.755  1.771  0.984  0.069
N  3.585  -3.354  1.934  0.003
C  2.318  -3.906  1.652  0.001
C  1.720  -3.082  0.753  0.005
N  2.514  -1.941  0.539  0.022
C  3.659  -2.170  1.269  0.010
C  4.592  -1.095  1.396  0.004
N  4.374  0.075  0.730  0.034
C  5.375  0.923  1.145  0.003
C  6.231  0.278  1.999  0.004
N  5.712  -1.028  2.164  0.001
H  4.348  -3.830  2.434  0.000
H  2.066  -4.861  2.094  0.000
H  0.758  -3.049  0.328  0.000
H  5.431  1.915  0.752  0.000
H  7.138  0.577  2.498  0.001
H  6.117  -1.791  2.718  0.000
C  -0.562  -2.972  -2.250  0.001
C  -1.919  -2.368  -2.043  0.001
C  -3.051  -2.902  -2.662  0.000
C  -4.289  -2.296  -2.574  -0.001
C  -4.420  -1.128  -1.831  0.001
C  -3.327  -0.601  -1.152  0.003
C  -2.077  -1.167  -1.291  0.021
Sb  -0.513  0.106  -0.416  0.033
C  -1.284  0.290  1.625  0.001
C  -0.961  1.441  2.301  0.000
C  -1.518  1.715  3.545  0.000
C  -2.185  0.730  4.212  0.000
C  -2.330  -0.511  3.609  0.000
C  -1.946  -0.760  2.310  0.000
C  -2.261  -2.124  1.744  0.000
C  -0.847  1.826  -1.751  0.006
C  -0.565  1.479  -3.062  0.001
C  -0.756  2.361  -4.107  0.000
C  -1.360  3.582  -3.842  0.000
C  -1.708  3.906  -2.546  0.000
C  -1.379  3.074  -1.467  0.001
C  -1.602  3.647  -0.082  0.000
H  -0.628  -3.959  -2.757  0.000
H  -0.118  -3.206  -1.270  0.000
H  0.180  -2.344  -2.768  0.000
H  -2.982  -3.777  -3.275  0.000
H  -5.118  -2.754  -3.118  0.000
H  -5.368  -0.574  -1.785  0.000
H  -3.438  0.296  -0.564  0.001
H  -0.277  2.156  1.846  0.000
H  -1.339  2.690  4.021  0.000
H  -2.581  0.901  5.225  0.000
H  -2.811  -1.312  4.212  0.000
H  -2.104  -2.886  2.521  0.000
H  -1.617  -2.373  0.883  0.000
H  -3.301  -2.204  1.373  0.000
H  -0.201  0.453  -3.306  0.000
H  -0.430  2.088  -5.083  0.000
H  -1.519  4.355  -4.586  0.000
H  -2.154  4.873  -2.359  0.000
H  -2.332  4.478  -0.115  0.000
H  -0.697  4.055  0.393  0.000
H  -2.060  2.960  0.639  0.000

## Properties
Multiplicity: 4
E, eV: -88825.47738
HOMO-LUMO gap (spin up / spin down), eV: 6.20 / 6.13

---

- Among the records above, which one has the lowest E?
  C29H27CoN4O4Sb